Entry 1:
{"formula": "C23H27Cl21N4", "method": "wB97M-V/def2-TZVPD", "smiles": "c1cc[nH]c1.c1cc[nH]c1.c1cc[nH]c1.c1cc[nH]c1.ClC(Cl)Cl.ClC(Cl)Cl.ClC(Cl)Cl.ClC(Cl)Cl.ClC(Cl)Cl.ClC(Cl)Cl.ClC(Cl)Cl", "orbital_gap_ha": 0.3119, "lumo_ev": 0.4, "symbols": ["N", "C", "C", "C", "C", "H", "H", "H", "H", "H", "N", "C", "C", "C", "C", "H", "H", "H", "H", "H", "N", "C", "C", "C", "C", "H", "H", "H", "H", "H", "N", "C", "C", "C", "C", "H", "H", "H", "H", "H", "C", "Cl", "Cl", "Cl", "H", "C", "Cl", "Cl", "Cl", "H", "C", "Cl", "Cl", "Cl", "H", "C", "Cl", "Cl", "Cl", "H", "C", "Cl", "Cl", "Cl", "H", "C", "Cl", "Cl", "Cl", "H", "C", "Cl", "Cl", "Cl", "H"], "positions_angstrom": [[-4.6732, -4.1379, 0.0925], [-4.9396, -3.6259, -1.1791], [-3.8723, -2.7418, -1.4339], [-3.0158, -2.7134, -0.3075], [-3.5521, -3.5583, 0.6586], [-5.2102, -4.9042, 0.4728], [-5.7418, -3.9483, -1.8263], [-3.6410, -2.3120, -2.3973], [-2.1566, -2.0877, -0.1162], [-3.2952, -3.7938, 1.6808], [-0.6434, 1.8290, 0.0276], [0.7165, 1.7140, -0.3145], [1.1726, 0.4869, 0.0862], [0.1489, -0.1849, 0.6564], [-0.9305, 0.6495, 0.6723], [-1.2324, 2.6404, -0.0938], [1.2737, 2.5730, -0.6583], [2.2142, 0.2290, -0.0357], [0.2566, -1.1749, 1.0743], [-1.9290, 0.5192, 1.0625], [0.1460, -4.1249, -1.8189], [1.0743, -4.9941, -1.3405], [1.9685, -4.2991, -0.5288], [1.6261, -2.9424, -0.6018], [0.5482, -2.8430, -1.4333], [-0.7035, -4.2383, -2.3534], [0.9143, -6.0386, -1.5635], [2.7265, -4.7802, 0.0716], [2.1067, -2.0988, -0.1286], [-0.0427, -2.0173, -1.8013], [-3.8381, 2.8157, 0.8914], [-3.1677, 3.8161, 1.5732], [-2.4213, 4.5649, 0.6463], [-2.7622, 4.0658, -0.5900], [-3.5862, 2.9406, -0.4413], [-4.4797, 2.1081, 1.2197], [-3.2964, 3.9437, 2.6379], [-1.7448, 5.3832, 0.8443], [-2.3486, 4.4429, -1.5137], [-4.0886, 2.3381, -1.1836], [2.2772, 5.0553, -2.8934], [0.4832, 5.1599, -2.9954], [2.7487, 3.3308, -3.0332], [2.8880, 5.7117, -1.3398], [2.6961, 5.4818, -3.8048], [4.7570, -0.5395, -3.6933], [3.7309, 0.1483, -5.0318], [3.8860, -0.4567, -2.1552], [6.3033, 0.4412, -3.5653], [5.0490, -1.5619, -3.9332], [-0.4260, 0.5509, -3.6994], [0.3534, -0.8239, -4.5449], [-1.7676, -0.0959, -2.7142], [-1.1291, 1.6881, -4.8127], [0.2775, 1.0640, -3.0437], [1.4744, 2.7990, 3.1908], [2.2719, 2.2140, 4.7003], [2.6777, 3.8226, 2.2320], [-0.0086, 3.6905, 3.5297], [1.2101, 1.9145, 2.6111], [-1.7779, 0.0369, 5.7075], [-1.2110, -1.5958, 6.2130], [-3.3151, 0.4443, 6.6119], [-2.0446, 0.1457, 3.9593], [-1.0055, 0.7680, 5.9460], [-0.0512, -4.3017, 2.1732], [-1.0573, -2.8292, 2.6589], [-0.9572, -5.7189, 2.8639], [1.5465, -4.3082, 2.8520], [-0.1095, -4.3948, 1.0887], [6.1746, 1.6973, 0.9787], [4.4531, 1.1323, 0.9567], [6.1981, 3.4670, 0.8242], [7.1018, 0.9993, -0.4044], [6.7220, 1.3632, 1.8601]], "forces_ev_per_angstrom": [[-0.758, 0.272, -0.707], [2.491, 0.633, 0.868], [-0.783, -1.009, -0.299], [-0.418, -0.248, 1.192], [-0.747, -0.266, -1.241], [0.160, 0.345, 0.229], [0.070, -0.120, 0.299], [-0.292, 0.292, 0.095], [0.054, -0.001, -0.292], [0.126, 0.047, -0.276], [2.735, -1.595, 0.364], [-1.064, 1.406, 0.042], [2.329, 1.997, -1.616], [-1.341, -1.690, 1.627], [-1.730, 0.572, -0.123], [-0.042, -0.134, 0.057], [-0.114, -0.096, -0.234], [-0.181, -0.346, 0.029], [-0.468, 0.169, 0.020], [0.038, -0.252, -0.072], [1.010, 2.360, 0.142], [-0.418, -0.649, 0.654], [-0.282, -1.510, -0.620], [-0.080, 0.688, -0.211], [-1.383, -0.571, -0.362], [0.399, -0.532, 0.029], [0.414, -0.062, 0.284], [0.095, 0.174, -0.182], [0.069, -0.202, -0.019], [0.222, 0.125, 0.324], [0.329, 0.619, -0.332], [0.368, 0.022, -0.116], [-1.197, -0.419, 2.093], [-0.176, -1.371, -1.877], [0.263, 1.441, -0.372], [0.236, 0.358, 0.470], [0.163, -0.182, -0.084], [-0.193, -0.050, 0.155], [-0.195, -0.174, -0.153], [0.200, -0.070, 0.129], [-0.374, -1.020, 0.208], [0.749, 0.171, 0.119], [-0.022, 0.236, 0.120], [-0.316, -0.097, -1.081], [-0.027, 0.587, 0.639], [0.316, 1.242, -0.240], [0.761, -0.575, 0.834], [0.230, -0.187, -0.615], [-1.040, -0.744, -0.350], [-0.252, 0.278, 0.055], [-0.433, -0.757, 0.173], [-0.087, 0.622, 0.264], [0.283, 0.029, 0.235], [0.189, 0.444, -0.482], [0.010, -0.265, -0.112], [0.912, 0.280, -0.093], [-0.438, 0.331, -0.662], [-1.179, -0.778, 0.807], [0.381, -0.105, -0.023], [0.179, 0.250, -0.131], [-0.566, -0.343, 0.397], [-0.262, 0.899, -0.355], [1.102, -0.168, -0.602], [0.046, -0.086, 0.386], [-0.287, -0.197, 0.181], [-1.876, -0.098, 0.929], [1.220, -0.821, -0.247], [0.315, 0.319, -0.443], [0.004, 0.385, -0.249], [0.456, 0.188, 0.190], [-0.145, -0.093, -1.029], [1.289, 0.129, 0.242], [0.034, -0.406, 0.312], [-0.499, 0.141, 0.667], [-0.580, 0.235, 0.043]]}

=====

Entry 2:
{"formula": "C23H27ClN4O", "method": "wB97M-V/def2-TZVPD", "e_above_lowest_kj_mol": 89.9, "smiles": "C=C(C)CNC(=O)[C@@H](c1cccn2ccnc12)N(CC(C)C)c1ccc(Cl)cc1", "orbital_gap_ha": 0.3273, "lumo_ev": 0.5, "symbols": ["C", "C", "C", "C", "N", "C", "O", "C", "C", "C", "C", "C", "N", "C", "C", "N", "C", "N", "C", "C", "C", "C", "C", "C", "C", "C", "Cl", "C", "C", "H", "H", "H", "H", "H", "H", "H", "H", "H", "H", "H", "H", "H", "H", "H", "H", "H", "H", "H", "H", "H", "H", "H", "H", "H", "H", "H"], "positions_angstrom": [[4.0745, -3.0176, -1.9059], [3.5768, -1.8935, -1.4155], [4.0828, -1.2516, -0.1592], [2.5157, -1.1335, -2.1704], [1.3232, -0.7675, -1.4092], [0.8159, -1.4627, -0.3755], [1.1916, -2.5707, -0.0299], [-0.3258, -0.8152, 0.4356], [0.2086, 0.0271, 1.5909], [-0.2012, -0.2279, 2.8620], [0.2463, 0.5507, 3.9700], [1.1025, 1.5700, 3.7738], [1.5249, 1.8463, 2.4985], [2.3697, 2.8294, 2.0343], [2.4200, 2.6514, 0.6821], [1.6483, 1.5978, 0.2876], [1.1137, 1.1140, 1.3932], [-1.4164, -0.2133, -0.3221], [-2.7072, -0.2555, 0.3583], [-3.2827, -1.6559, 0.5707], [-3.2834, -2.4599, -0.7211], [-4.6884, -1.5173, 1.1448], [-1.2161, 0.9969, -1.0574], [-1.1509, 2.2379, -0.4307], [-1.0064, 3.4015, -1.1661], [-0.9284, 3.3204, -2.5456], [-0.7373, 4.7767, -3.4787], [-1.0066, 2.1008, -3.1956], [-1.1576, 0.9453, -2.4449], [3.6805, -3.4617, -2.8119], [4.8813, -3.5390, -1.4059], [3.2901, -1.1892, 0.5873], [4.9084, -1.8225, 0.2634], [4.4222, -0.2301, -0.3529], [2.9451, -0.1812, -2.4971], [2.2421, -1.6919, -3.0692], [1.0688, 0.2062, -1.4494], [-0.7561, -1.7001, 0.8962], [-0.8735, -1.0588, 3.0384], [-0.0884, 0.3269, 4.9722], [1.4901, 2.2012, 4.5599], [2.8387, 3.5395, 2.6912], [2.9812, 3.2386, -0.0262], [-2.6892, 0.2750, 1.3272], [-3.4019, 0.2952, -0.2818], [-2.6815, -2.1939, 1.3125], [-3.8678, -1.9432, -1.4884], [-2.2745, -2.5988, -1.1084], [-3.7282, -3.4439, -0.5631], [-5.3447, -1.0026, 0.4382], [-5.1219, -2.4970, 1.3499], [-4.6866, -0.9476, 2.0766], [-1.2146, 2.2922, 0.6494], [-0.9497, 4.3645, -0.6774], [-0.9547, 2.0592, -4.2748], [-1.2213, -0.0207, -2.9298]], "forces_ev_per_angstrom": [[0.073, -0.060, -0.038], [-0.008, 0.190, 0.047], [0.016, 0.007, 0.018], [-0.097, -0.104, -0.042], [0.102, 0.037, 0.022], [-0.138, -0.115, -0.066], [0.009, -0.009, -0.086], [0.176, 0.106, 0.180], [-0.024, -0.001, -0.187], [0.012, -0.023, 0.158], [-0.142, -0.190, 0.006], [0.121, 0.152, -0.041], [0.029, 0.011, 0.078], [-0.043, 0.016, 0.043], [-0.054, -0.113, -0.038], [0.239, 0.118, -0.099], [0.001, -0.023, 0.070], [-0.068, -0.168, -0.318], [-0.062, 0.131, 0.084], [0.062, 0.000, 0.014], [-0.027, -0.040, -0.039], [-0.039, -0.023, 0.010], [-0.003, 0.126, 0.059], [-0.149, 0.008, 0.016], [-0.021, 0.030, 0.041], [0.015, 0.005, -0.035], [-0.001, -0.012, 0.011], [0.025, 0.036, -0.042], [0.031, -0.089, 0.020], [0.004, 0.000, 0.005], [-0.007, -0.003, -0.008], [-0.007, -0.013, 0.025], [-0.001, 0.008, 0.010], [0.004, -0.006, -0.010], [0.014, -0.042, -0.040], [-0.048, -0.022, 0.046], [0.059, 0.054, 0.100], [-0.024, 0.011, 0.079], [-0.001, 0.014, 0.026], [-0.009, -0.013, -0.014], [0.007, 0.006, -0.022], [-0.007, -0.003, 0.021], [-0.010, -0.018, -0.036], [0.032, -0.018, -0.042], [-0.025, -0.011, 0.029], [0.016, 0.017, -0.009], [0.006, -0.005, 0.003], [0.004, 0.009, 0.006], [-0.006, 0.007, -0.007], [0.003, -0.007, -0.003], [-0.006, 0.009, 0.006], [-0.001, 0.001, -0.003], [-0.022, 0.022, -0.017], [0.000, -0.001, -0.001], [-0.002, 0.001, 0.002], [-0.010, 0.005, 0.010]]}

=====

> Number 1 is which compound?

C23H27Cl21N4